Formula: C4H6O2S
Source: OMol25
Level of theory: ωB97M-V with the def2-TZVPD basis set

Last columns: bonded neighbours and bond lengths (Å).
Positions of all 13 atoms, in Å:
1 C -2.93 -1.20 0.84  S2 1.917, H8 1.175, H9 1.230, H10 1.071
2 S -1.63 -0.15 -0.09  C1 1.917, C3 1.768
3 C -0.17 -0.76 0.71  S2 1.768, C4 1.383, H11 1.192
4 C 1.13 -0.33 0.57  C3 1.383, C5 1.497, H12 1.160
5 C 1.85 0.62 -0.34  C4 1.497, O6 1.257, O7 1.372
6 O 3.05 0.98 -0.25  C5 1.257
7 O 1.11 1.12 -1.38  C5 1.372, H13 0.916
8 H -3.23 -0.53 1.75  C1 1.175
9 H -3.70 -1.24 -0.12  C1 1.230
10 H -2.55 -2.15 1.15  C1 1.071
11 H -0.53 -1.67 1.39  C3 1.192
12 H 1.77 -0.50 1.52  C4 1.160
13 H 1.68 1.69 -1.81  O7 0.916

The total charge is 0. The molar mass is 118.16 g mol⁻¹. The calculation puts the energy above the lowest of the compared OMol25 structures with the same formula, charge and spin at 38.1 kcal per mole. The spin multiplicity is 1. For the LUMO energy, the calculation gives 0.047 eV.

What are the Löwdin partial charges on each atom? They are as follows, in elementary charge units: -0.362, 0.807, -0.441, -0.106, -0.475, 0.037, 0.086, 0.064, 0.081, -0.003, 0.103, 0.137, 0.071